1.
This record from the OMol25 dataset describes C40H55Cl3CrN4O5P2S as an isolated structure in a non-equilibrium geometry. The level of theory is wB97M-V/def2-TZVPD.

XYZ file:
```
111
Properties=species:S:1:pos:R:3:forces:R:3
Cr -0.35452 -0.75574 0.22770 -0.86 0.17 -1.54
C 4.01934 -3.14726 -1.05979 -0.24 0.03 -0.06
C 3.05594 -1.99838 -0.79217 -0.46 0.21 -0.07
C 3.60316 -1.07288 0.29937 -0.20 0.08 -0.08
P 1.30241 -2.41765 -0.28492 0.91 -1.38 -0.10
C 0.62221 -3.81155 -1.32908 -0.18 0.32 0.06
C 0.68251 -3.36347 -2.79033 -0.06 0.11 0.15
C 1.16312 -5.22603 -1.13505 -0.07 0.20 0.14
C 1.41417 -3.05997 1.40704 -0.24 0.62 0.06
C 2.02270 -4.24196 1.81249 -0.06 0.00 0.21
C 1.84798 -4.73379 3.09933 0.00 0.00 -0.17
C 2.59850 -5.93355 3.58106 0.04 0.01 0.05
C 0.94527 -4.07369 3.92929 0.11 0.05 -0.17
C 0.39069 -2.86595 3.56619 -0.14 0.09 -0.11
C 0.70183 -2.27251 2.33587 0.67 -1.36 0.05
N 0.30534 -0.98292 1.97697 0.28 0.28 -0.65
C 0.08944 -0.09902 3.02899 -0.54 1.01 0.83
C 0.74313 -0.18403 4.26494 0.18 0.02 -0.25
C 0.31047 0.55596 5.34537 -0.11 0.03 -0.17
C -0.78648 1.40814 5.24620 0.02 0.00 -0.08
C -1.36099 2.07429 6.45503 0.02 0.12 -0.02
C -1.31936 1.63133 3.98388 0.13 -0.17 0.09
C -0.86572 0.92622 2.87815 0.14 -0.53 -0.14
P -1.31991 1.27509 1.16428 -0.15 1.11 1.06
C -3.12184 1.80443 1.21705 0.16 -0.30 -0.34
C -3.77494 1.29257 -0.06735 -0.04 -0.18 0.13
C -3.44103 3.28177 1.42669 0.19 -0.13 0.14
C -0.16201 2.72783 0.83467 -0.10 -0.26 -0.05
C -0.49999 3.41647 -0.49020 0.04 -0.19 0.00
C 0.00540 3.75705 1.94826 0.08 -0.23 0.06
H 4.99801 -2.73162 -1.29005 0.12 0.04 -0.01
H 4.12905 -3.78291 -0.18791 0.04 -0.14 0.13
H 3.71063 -3.74991 -1.90869 -0.01 -0.10 -0.05
H 2.94161 -1.43581 -1.72561 -0.02 0.01 0.09
H 3.96652 -1.66090 1.14058 -0.02 -0.01 0.07
H 4.42654 -0.47266 -0.08308 0.08 0.02 -0.01
H 2.82574 -0.39923 0.67706 0.16 0.03 0.07
H -0.43665 -3.82687 -1.02615 0.19 0.07 -0.07
H 1.70764 -3.31200 -3.15211 0.14 0.00 -0.04
H 0.13816 -4.06678 -3.41751 -0.03 -0.02 -0.03
H 0.21665 -2.38377 -2.90030 -0.02 0.06 -0.13
H 2.23086 -5.29914 -1.32521 0.08 -0.03 0.00
H 0.94945 -5.58441 -0.13061 0.05 -0.09 -0.01
H 0.65238 -5.88460 -1.83809 -0.01 -0.02 -0.03
H 2.65017 -4.78672 1.12339 0.00 -0.09 -0.05
H 2.95653 -6.53495 2.74925 0.02 -0.10 -0.01
H 3.46429 -5.61401 4.16439 0.03 -0.07 0.01
H 1.97516 -6.54615 4.22809 0.00 -0.12 0.02
H 0.69198 -4.50341 4.88701 -0.01 -0.03 0.13
H -0.28933 -2.37209 4.24349 0.02 0.00 0.03
H 1.57381 -0.86480 4.38345 -0.01 -0.01 0.04
H 0.81133 0.43728 6.29451 0.03 -0.02 0.13
H -1.05732 1.55302 7.35826 -0.03 0.02 0.11
H -1.02760 3.10823 6.52910 0.01 0.10 0.06
H -2.44677 2.07581 6.39755 -0.09 0.03 0.10
H -2.11335 2.35430 3.86527 -0.09 0.10 0.01
H -3.53031 1.23307 2.06139 0.18 0.00 -0.12
H -3.40776 1.83233 -0.93872 0.04 0.08 -0.11
H -3.56607 0.23321 -0.20437 -0.02 -0.08 -0.09
H -4.85365 1.41909 -0.02402 -0.13 0.08 0.00
H -3.08252 3.88903 0.60099 0.05 0.09 -0.08
H -4.52230 3.40237 1.47843 -0.07 -0.03 -0.02
H -3.02718 3.66876 2.35287 0.05 0.10 0.07
H 0.80839 2.21499 0.72929 -0.17 -0.02 -0.03
H -1.09070 4.31035 -0.30896 -0.16 0.06 -0.01
H 0.41163 3.71899 -1.00024 -0.07 0.02 0.01
H -1.06847 2.75380 -1.14201 -0.08 0.03 -0.24
H -0.90019 4.33794 2.09017 -0.12 0.10 0.04
H 0.27636 3.29510 2.89513 0.03 0.04 0.01
H 0.80591 4.44322 1.67239 0.02 0.07 -0.06
Cl -5.44245 -6.03081 0.80469 -0.19 -0.23 0.13
C -4.41407 -4.71677 0.39242 0.27 0.42 -0.12
C -3.93302 -3.87003 1.38389 -0.16 -0.24 -0.19
C -3.10194 -2.83124 1.02411 0.09 -0.05 -0.79
Cl -2.50666 -1.72232 2.19626 -0.54 0.04 0.58
C -2.69432 -2.59022 -0.30713 -0.92 -1.23 0.54
O -1.88366 -1.63763 -0.63024 1.18 1.11 -0.07
C -3.25037 -3.46051 -1.27830 0.28 0.39 0.57
Cl -2.84220 -3.17009 -2.92689 0.02 -0.01 -0.29
C -4.08905 -4.50245 -0.94234 -0.05 -0.03 0.23
H -4.20697 -4.01392 2.41650 -0.04 -0.04 0.09
H -4.49066 -5.14393 -1.71168 -0.01 -0.04 -0.04
C 2.73704 7.28015 -3.57200 0.19 -0.05 -0.06
C 1.44003 6.51144 -3.45714 0.12 -0.67 -0.14
S 1.81935 4.73609 -3.59955 -0.88 -0.21 0.29
O 2.01107 4.20266 -2.26608 0.03 0.36 0.17
O 2.88390 4.49591 -4.52564 0.20 0.25 -0.62
C 0.31963 3.90308 -4.25260 0.66 0.55 0.19
C 0.68476 2.43895 -4.51308 0.56 0.35 -0.47
N 0.03158 1.52501 -3.60595 -0.27 -0.31 0.22
C 0.55076 0.95014 -2.49954 0.05 0.15 -0.16
N -0.35369 0.19712 -1.87395 0.33 0.04 0.35
C -1.48995 0.27214 -2.60655 -0.45 0.35 -0.79
C -1.27884 1.09668 -3.68723 0.39 -0.75 1.34
N -2.20062 1.44119 -4.69884 -0.70 -0.07 -0.20
O -1.86645 2.26224 -5.53722 0.01 0.10 -0.06
O -3.28310 0.89264 -4.64276 0.14 0.11 -0.07
C 1.95228 1.12976 -2.07736 0.14 0.19 0.05
H 2.56972 8.33878 -3.39374 -0.05 0.04 0.03
H 3.16269 7.14800 -4.56157 0.08 0.05 -0.07
H 3.45274 6.90700 -2.84517 0.14 0.09 0.10
H 0.73946 6.76527 -4.24619 -0.14 0.00 -0.11
H 0.97547 6.63241 -2.48271 -0.14 -0.08 0.04
H 0.01536 4.40517 -5.16449 -0.02 0.07 -0.09
H -0.45184 4.01012 -3.49811 -0.17 0.03 0.08
H 1.76688 2.33272 -4.40842 -0.11 -0.27 -0.05
H 0.40577 2.17400 -5.53527 0.19 0.02 0.30
H -2.38227 -0.26393 -2.35331 -0.08 -0.07 0.05
H 2.62997 0.66951 -2.79745 0.07 -0.08 0.02
H 2.09016 0.66782 -1.10452 0.06 -0.05 0.03
H 2.20803 2.18887 -2.01318 0.01 -0.13 0.06
```
Positions in Å, forces in eV/Å.

Summary:
Net charge: +1
DFT total energy in eV: -153966.956
Spin multiplicity: 4

***

2.
This record from the OMol25 dataset describes one molecule with the formula C4H6O2. The level of theory is wB97M-V/def2-TZVPD.

XYZ file:
```
12
Properties=species:S:1:pos:R:3:forces:R:3
O 2.48857 -0.66598 0.01702 -0.37 0.30 0.29
C 1.65393 -0.01306 0.59490 0.29 -0.15 -0.24
C 0.47091 0.62624 -0.10522 0.25 0.02 -0.12
C -0.42246 -0.36893 -0.86053 -0.02 -0.07 -0.13
C -1.40716 -0.10128 0.28807 -0.32 -0.22 -0.03
O -0.57235 0.94518 0.82127 0.00 0.09 0.11
H 1.68254 0.15316 1.69306 0.04 -0.02 -0.10
H 0.81454 1.50643 -0.66637 -0.01 -0.14 0.09
H -0.01768 -1.37896 -0.95242 -0.08 0.16 0.02
H -0.75894 -0.01541 -1.83668 0.05 -0.04 0.16
H -1.51517 -0.92752 1.00210 0.00 0.12 -0.10
H -2.39825 0.27173 0.01063 0.16 -0.04 0.04
```
Positions in Å, forces in eV/Å.

Summary:
SMILES string: O=C[C@H]1CCO1
Relative energy (zero: lowest compared OMol25 entry of this formula, charge and spin) in kcal per mole: 44.1
Spin multiplicity: 1

***

Question: What is the spin multiplicity in the second record?
Answer: 1

***

Question: The highest spin multiplicity belongs to which entry?
Answer: C40H55Cl3CrN4O5P2S